Record 1
C6H11NO | ωB97M-V/def2-TZVPD

The geometry in ORCA input format:
```
! RIJCOSX wB97M-V def2-TZVPD def2/J DEFGRID3
* xyz 0 1
C -0.3080 0.6810 0.4836
N -0.7304 1.9270 0.1447
C 0.2136 2.7126 -0.7232
O 0.9423 1.9299 -1.4894
C -0.5149 -0.4406 -0.6846
C -0.9119 -1.7025 -0.1386
C 0.0446 -2.4226 0.5898
C 1.3843 -2.2783 0.6861
H 0.7881 0.7491 0.5585
H -0.6235 0.3104 1.4648
H 0.8580 3.2425 0.0239
H -0.4109 3.4585 -1.2427
H -1.1081 -0.0187 -1.4764
H 0.4918 -0.5743 -1.0695
H -1.9593 -1.9906 -0.0932
H -1.6865 2.2163 0.2822
H -0.3139 -3.2984 1.1299
H 1.9279 -3.1489 1.0344
H 1.9167 -1.3524 0.5197
*
```

Properties
**Maximum force**: 2.3 eV/A
**HOMO level**: -0.2464 Eh
**HOMO-LUMO gap**: 0.153 Eh



Record 2
C6H11NO | ωB97M-V/def2-TZVPD

The geometry in ORCA input format:
```
! RIJCOSX wB97M-V def2-TZVPD def2/J DEFGRID3
* xyz 0 1
C 2.3498 0.0062 -0.8129
C 1.0808 0.5834 -0.2292
C 0.7413 1.6891 0.5644
C 0.0504 -0.5730 0.0723
C -1.0127 -1.2588 -0.8199
C -1.5006 -0.1457 0.1474
H 2.2603 -1.0043 -1.5312
H 2.8402 -0.3245 0.3683
H 2.9602 0.9832 -1.3578
H 1.1022 2.7863 0.3343
H -0.0957 1.7982 1.3932
H 0.6875 -2.6288 0.7803
H 1.5075 -0.4143 1.6736
H -0.3791 -1.0997 -1.9529
H -1.4227 -2.2820 -0.8318
H -2.4044 -0.4699 0.9835
H -3.2978 0.9724 -0.2741
N 0.4109 -1.2577 1.3575
O -2.1111 1.0850 -0.3276
*
```

Properties
**Maximum force**: 5.8 eV/A
**HOMO level**: -0.3165 Eh
**HOMO-LUMO gap**: 0.324 Eh



Record 3
C6H11NO | ωB97M-V/def2-TZVPD

The geometry in ORCA input format:
```
! RIJCOSX wB97M-V def2-TZVPD def2/J DEFGRID3
* xyz 0 1
H -0.9324 2.0491 2.1569
N -0.4229 1.4475 1.5117
C 0.5604 0.8279 2.0113
C 1.3631 -0.1116 1.1717
C 0.9371 -0.0426 -0.2743
O 1.8409 0.6708 -1.0272
C -0.3210 -0.3075 -0.6923
C -1.2531 -1.2265 0.0451
C -0.7242 -0.0133 -2.1199
H 0.8667 0.8715 3.0685
H 1.2585 -1.1264 1.5653
H 2.4142 0.1835 1.2294
H 1.4292 0.9580 -1.8504
H -1.3726 -2.1698 -0.4894
H -0.9110 -1.4234 1.0553
H -2.2369 -0.7603 0.1104
H -0.8102 1.0619 -2.2897
H -1.6825 -0.4732 -2.3479
H -0.0032 -0.4156 -2.8346
*
```

Properties
**Maximum force**: 2.1 eV/A
**HOMO level**: -0.2867 Eh
**HOMO-LUMO gap**: 0.322 Eh



Record 4
C6H11NO | ωB97M-V/def2-TZVPD

The geometry in ORCA input format:
```
! RIJCOSX wB97M-V def2-TZVPD def2/J DEFGRID3
* xyz 0 1
C 1.0702 -1.0129 -1.2118
C 1.3943 0.0469 -0.4148
O 2.6814 0.1594 0.0170
C 0.4350 0.9711 0.1680
N 1.0860 2.0895 0.7692
C -0.8985 0.8016 0.3183
C -1.8128 -0.2998 -0.1439
C -1.3300 -1.6181 0.4398
H 1.8858 -1.5976 -1.6075
H 0.2720 -0.9071 -1.9268
H 2.6767 0.7807 0.7643
H 0.5122 2.5778 1.4456
H 1.4761 2.7318 0.0874
H -1.3980 1.5704 0.8992
H -1.7913 -0.3714 -1.2339
H -2.8355 -0.0786 0.1710
H -1.8611 -2.4834 0.0529
H -1.3486 -1.6098 1.5250
H -0.2140 -1.7507 -0.1189
*
```

Properties
**Maximum force**: 3.7 eV/A
**HOMO level**: -0.2923 Eh
**HOMO-LUMO gap**: 0.321 Eh



Record 5
C6H11NO | ωB97M-V/def2-TZVPD

The geometry in ORCA input format:
```
! RIJCOSX wB97M-V def2-TZVPD def2/J DEFGRID3
* xyz 0 1
C -1.0028 0.6872 -1.0973
C 1.6378 1.2281 0.2948
C -1.0790 -1.6045 0.0744
C 0.9206 -0.0761 0.1002
C -0.4592 -0.2284 0.0305
N 1.7414 -1.1629 0.1208
C -1.6694 1.0592 0.3830
O -2.8233 0.8133 0.7162
H 2.7155 -1.0435 0.3503
H 1.3401 -2.0816 0.2159
H -1.1359 1.9497 0.7581
H -1.5959 0.1374 -1.8229
H -0.3557 1.4797 -1.4523
H 2.5865 1.2325 -0.2433
H 1.8505 1.3707 1.3574
H 1.0699 2.0857 -0.0492
H -0.7689 -2.1367 0.9763
H -2.1619 -1.4961 0.0800
H -0.8103 -2.2137 -0.7927
*
```

Properties
**Maximum force**: 4.2 eV/A
**HOMO level (alpha / beta)**: -0.2604 / -0.2604 Eh
**HOMO-LUMO gap (alpha / beta)**: 0.278 / 0.278 Eh



Q: Among the records above, which one has the lowest maximum force?
A: number 3